Here is one molecule with the formula C5H9NO in a non-equilibrium geometry from the OMol25 dataset. Energies are from the ωB97M-V functional and the def2-TZVPD basis.

Geometry as ORCA input:
```
! wB97M-V def2-TZVPD RIJCOSX def2/J DEFGRID3
* xyz 0 1
O -0.41 2.13 0.40
N 1.03 -0.99 0.01
C -1.11 -0.20 -0.38
C -0.22 -1.39 -0.59
C 1.19 0.46 -0.61
C -0.07 0.74 0.30
C 0.58 -0.18 1.28
H 2.09 1.04 -0.31
H -0.01 -0.76 1.92
H 1.43 0.35 1.80
H 1.03 0.62 -1.76
H -1.85 -0.53 0.43
H -1.59 0.28 -1.34
H 0.04 -1.59 -1.56
H -0.71 -2.15 0.03
H -1.43 2.17 0.37
*
```

Results
Structure (SMILES): OC12CCN(C1)C2
HOMO (eV): -9.111
LUMO level (eV): 0.8
E_tot (Ha): -325.80819
ΔE to the lowest compared entry with this formula, charge and spin (kcal/mol): 81.2

These are the Löwdin partial charges, in e, on atoms 1 to 2: -0.0268 -0.0587



Here is a 2-piece molecular cluster, C5H9NO overall from the OMol25 dataset. Energies are from the ωB97M-V functional and the def2-TZVPD basis.

Geometry as ORCA input:
```
! wB97M-V def2-TZVPD RIJCOSX def2/J DEFGRID3
* xyz 0 1
O 0.57 2.30 -0.41
N 2.69 0.60 0.78
C -0.54 2.07 0.02
C 1.88 -0.25 0.42
C -0.42 -1.25 0.48
C 1.05 -1.22 0.11
C -1.31 -0.75 -0.67
H -1.55 -1.56 -1.37
H -0.71 1.55 0.99
H 2.69 1.43 0.18
H -2.26 -0.33 -0.32
H -0.79 0.01 -1.25
H -0.58 -0.65 1.39
H -1.45 2.34 -0.54
H 1.44 -2.00 -0.54
H -0.71 -2.27 0.74
*
```

Results
Structure (SMILES): CCC=C=N.C=O
HOMO (eV): -8.620
LUMO level (eV): 0.7
E_tot (Ha): -325.82738
ΔE to the lowest compared entry with this formula, charge and spin (kcal/mol): 69.1

These are the Löwdin partial charges, in e, on atoms 1 to 2: -0.0111 0.1428



Here is C5H9NO as an isolated structure in a non-equilibrium geometry from the OMol25 dataset. Energies are from the ωB97M-V functional and the def2-TZVPD basis.

Geometry as ORCA input:
```
! wB97M-V def2-TZVPD RIJCOSX def2/J DEFGRID3
* xyz 0 1
O -0.48 1.34 -1.50
N 0.48 -0.70 -1.29
C 1.03 -0.39 1.12
C -0.03 -0.26 0.03
C -1.26 -1.13 0.36
C 0.17 0.22 -2.08
C -0.58 1.15 -0.19
H 0.99 2.47 0.59
H 1.29 -1.45 1.27
H 1.94 0.15 0.84
H -0.96 -2.18 0.37
H 0.19 2.35 0.61
H 0.31 0.28 -3.15
H 0.66 0.02 2.07
H -1.67 -0.86 1.34
H -2.05 -1.00 -0.39
*
```

Results
HOMO (eV): -8.762
LUMO level (eV): 0.5
E_tot (Ha): -325.76521
ΔE to the lowest compared entry with this formula, charge and spin (kcal/mol): 108.1

These are the Löwdin partial charges, in e, on atoms 1 to 2: -0.0308 0.1426



Here is one molecule with the formula C5H9NO in a non-equilibrium geometry from the OMol25 dataset. Energies are from the ωB97M-V functional and the def2-TZVPD basis.

Geometry as ORCA input:
```
! wB97M-V def2-TZVPD RIJCOSX def2/J DEFGRID3
* xyz 0 1
O -0.09 1.15 -1.79
N -1.46 -2.31 1.15
C 1.37 -0.54 0.17
C -0.70 0.04 -1.18
C -0.86 -1.40 0.77
C -0.38 0.98 1.16
C -0.13 -0.23 0.24
H 0.02 0.80 2.16
H -1.45 1.19 1.25
H -1.77 0.28 -1.09
H 1.88 0.31 -0.29
H 0.71 0.85 -2.25
H 1.79 -0.68 1.17
H -0.61 -0.87 -1.79
H 1.57 -1.44 -0.42
H 0.11 1.86 0.73
*
```

Results
Structure (SMILES): CC(C)(C#N)CO
HOMO (eV): -10.835
LUMO level (eV): 0.6
E_tot (Ha): -325.90035
ΔE to the lowest compared entry with this formula, charge and spin (kcal/mol): 23.3

These are the Löwdin partial charges, in e, on atoms 1 to 2: -0.0469 0.1661



Here is a 2-piece molecular cluster, C5H9NO overall from the OMol25 dataset. Energies are from the ωB97M-V functional and the def2-TZVPD basis.

Geometry as ORCA input:
```
! wB97M-V def2-TZVPD RIJCOSX def2/J DEFGRID3
* xyz 0 1
O -0.08 -1.18 -2.36
N -1.64 -0.05 -0.93
C 0.13 -0.35 0.07
C 1.28 0.64 0.08
C 0.39 -1.57 0.96
C -1.28 0.27 0.33
C -0.42 -0.67 -1.33
H -0.85 3.21 0.26
H 1.25 -2.13 0.59
H 2.20 0.14 -0.25
H -0.48 -2.24 0.99
H 1.10 1.49 -0.58
H -2.52 0.10 -1.41
H 1.44 1.02 1.10
H -1.14 2.56 0.50
H 0.60 -1.24 1.98
*
```

Results
HOMO (eV): -9.221
LUMO level (eV): 0.5
E_tot (Ha): -325.79392
ΔE to the lowest compared entry with this formula, charge and spin (kcal/mol): 90.1

These are the Löwdin partial charges, in e, on atoms 1 to 2: 0.1463 0.0956



Here is one molecule with the formula C5H9NO from the OMol25 dataset. Energies are from the ωB97M-V functional and the def2-TZVPD basis.

Geometry as ORCA input:
```
! wB97M-V def2-TZVPD RIJCOSX def2/J DEFGRID3
* xyz 0 1
O 1.05 1.16 -0.58
N 2.77 -0.36 -0.30
C -0.46 0.27 1.06
C 1.56 -0.12 -0.59
C -0.28 1.21 -0.07
C 0.65 -1.22 -1.12
C -1.86 -0.04 1.38
H -2.64 0.25 0.66
H -1.97 0.55 2.31
H -1.00 1.14 -0.90
H 3.22 0.52 -0.04
H 1.13 -2.18 -0.93
H -0.38 -1.26 -0.74
H -0.43 2.22 0.36
H -1.96 -1.08 1.70
H 0.60 -1.04 -2.20
*
```

Results
HOMO (eV): -8.782
LUMO level (eV): -0.2
E_tot (Ha): -325.76006
ΔE to the lowest compared entry with this formula, charge and spin (kcal/mol): 111.4

These are the Löwdin partial charges, in e, on atoms 1 to 2: -0.0740 0.1561



Here is one molecule with the formula C5H9NO in a non-equilibrium geometry from the OMol25 dataset. Energies are from the ωB97M-V functional and the def2-TZVPD basis.

Geometry as ORCA input:
```
! wB97M-V def2-TZVPD RIJCOSX def2/J DEFGRID3
* xyz 0 1
O 0.57 -1.46 0.64
N 2.60 -0.52 0.25
C 0.59 0.78 -0.19
C 1.23 -0.54 0.22
C -0.69 0.67 -1.00
C -2.84 0.80 0.28
C -1.86 0.08 -0.25
H -1.03 1.59 -1.48
H 3.06 -1.11 0.93
H -1.80 -1.00 -0.10
H -2.66 1.86 0.46
H 0.36 1.33 0.73
H 1.31 1.42 -0.70
H -3.72 0.34 0.71
H 3.00 0.39 0.06
H -0.52 -0.03 -1.82
*
```

Results
Structure (SMILES): C=CCCC(N)=O
HOMO (eV): -9.385
LUMO level (eV): 0.8
E_tot (Ha): -325.89786
ΔE to the lowest compared entry with this formula, charge and spin (kcal/mol): 24.9

These are the Löwdin partial charges, in e, on atoms 1 to 2: 0.0609 0.1504



Here is one molecule with the formula C5H9NO from the OMol25 dataset. Energies are from the ωB97M-V functional and the def2-TZVPD basis.

Geometry as ORCA input:
```
! wB97M-V def2-TZVPD RIJCOSX def2/J DEFGRID3
* xyz 0 1
O 1.13 -1.33 -0.47
N 0.08 0.25 1.60
C 0.85 0.03 -0.79
C 2.22 -0.41 -0.52
C -1.14 0.53 0.79
C 0.19 0.88 0.28
C -1.99 -0.35 -0.09
H 0.55 0.17 -1.83
H 2.65 -0.17 0.45
H 0.40 -0.72 1.53
H -1.49 -1.30 -0.35
H 2.93 -0.54 -1.34
H 0.37 1.94 0.18
H -3.01 -0.51 0.27
H -2.05 0.23 -1.04
H -1.70 1.31 1.31
*
```

Results
Structure (SMILES): C[C@H]1N[C@H]1[C@H]1CO1
HOMO (eV): -9.276
LUMO level (eV): 1.1
E_tot (Ha): -325.81710
ΔE to the lowest compared entry with this formula, charge and spin (kcal/mol): 75.6

These are the Löwdin partial charges, in e, on atoms 1 to 2: -0.0566 0.0812



Here is one molecule with the formula C5H9NO from the OMol25 dataset. Energies are from the ωB97M-V functional and the def2-TZVPD basis.

Geometry as ORCA input:
```
! wB97M-V def2-TZVPD RIJCOSX def2/J DEFGRID3
* xyz 0 1
O -2.85 -2.21 0.99
N -1.22 -1.07 -0.27
C 0.68 1.88 -0.87
C 2.20 -0.08 -0.14
C 0.82 0.44 -0.46
C -1.95 -1.15 1.00
C -0.23 -0.34 -0.35
H -2.45 -0.18 1.16
H 2.61 0.42 0.75
H 0.95 2.55 -0.04
H 2.89 0.12 -0.97
H 1.35 2.11 -1.71
H -0.35 2.11 -1.18
H 2.20 -1.16 0.05
H -3.40 -2.11 0.20
H -1.26 -1.33 1.83
*
```

Results
Structure (SMILES): CC(C)=C=NCO
HOMO (eV): -8.461
LUMO level (eV): 0.9
E_tot (Ha): -325.85628
ΔE to the lowest compared entry with this formula, charge and spin (kcal/mol): 51.0

These are the Löwdin partial charges, in e, on atoms 1 to 2: -0.0482 0.1039



Here is one molecule with the formula C5H9NO from the OMol25 dataset. Energies are from the ωB97M-V functional and the def2-TZVPD basis.

Geometry as ORCA input:
```
! wB97M-V def2-TZVPD RIJCOSX def2/J DEFGRID3
* xyz 0 1
O -0.66 -1.04 1.54
N 0.98 2.89 1.26
C -0.81 0.09 0.22
C 0.58 0.52 0.28
C -1.32 -0.76 -0.91
C 1.56 0.04 -0.78
C 0.79 1.83 0.81
H 0.35 -0.50 1.39
H -1.55 0.79 0.63
H -2.32 -1.15 -0.71
H 1.36 0.46 -1.77
H -1.08 -0.71 2.36
H -0.64 -1.59 -1.11
H 2.58 0.32 -0.50
H -1.36 -0.14 -1.82
H 1.54 -1.05 -0.87
*
```

Results
HOMO (eV): -8.389
LUMO level (eV): 0.5
E_tot (Ha): -325.80264
ΔE to the lowest compared entry with this formula, charge and spin (kcal/mol): 84.7

These are the Löwdin partial charges, in e, on atoms 1 to 2: -0.0414 0.1143



Here is one molecule with the formula C5H9NO in a non-equilibrium geometry from the OMol25 dataset. Energies are from the ωB97M-V functional and the def2-TZVPD basis.

Geometry as ORCA input:
```
! wB97M-V def2-TZVPD RIJCOSX def2/J DEFGRID3
* xyz 0 1
O 0.70 -0.83 1.68
N 0.49 0.23 -2.98
C -0.08 -0.77 -0.61
C 0.78 1.34 0.60
C 0.89 -0.17 0.44
C -1.56 -0.56 -0.28
C 0.24 -0.23 -1.95
H -1.85 0.50 -0.36
H 1.51 1.69 1.33
H 0.02 -0.36 2.16
H -1.75 -0.91 0.74
H -2.19 -1.13 -0.96
H -0.22 1.63 0.95
H 0.13 -1.85 -0.63
H 0.96 1.85 -0.35
H 1.91 -0.42 0.12
*
```

Results
Structure (SMILES): C[C@@H](O)[C@@H](C)C#N
HOMO (eV): -10.779
LUMO level (eV): 0.7
E_tot (Ha): -325.90299
ΔE to the lowest compared entry with this formula, charge and spin (kcal/mol): 21.7

These are the Löwdin partial charges, in e, on atoms 1 to 2: -0.0298 0.1565



Here is a 2-piece molecular cluster, C5H9NO overall in a non-equilibrium geometry from the OMol25 dataset. Energies are from the ωB97M-V functional and the def2-TZVPD basis.

Geometry as ORCA input:
```
! wB97M-V def2-TZVPD RIJCOSX def2/J DEFGRID3
* xyz 0 1
O 1.71 -1.00 -0.03
N -1.58 1.91 1.55
C -0.15 0.17 -1.69
C 0.50 1.06 -0.71
C -1.53 0.78 1.32
C 1.54 0.42 0.10
C -1.51 -0.66 1.08
H -0.07 -0.92 -1.56
H -1.16 0.49 -1.95
H -0.49 -1.04 0.91
H -2.12 -0.90 0.20
H -1.93 -1.17 1.95
H 0.46 0.44 -2.58
H 2.45 0.97 -0.19
H 2.51 -1.25 0.45
H 1.35 0.70 1.16
*
```

Results
HOMO (eV): -8.412
LUMO level (eV): 0.3
E_tot (Ha): -325.75665
ΔE to the lowest compared entry with this formula, charge and spin (kcal/mol): 113.5

These are the Löwdin partial charges, in e, on atoms 1 to 2: -0.1024 0.1506